[1]
Below is H2O3SSi as an isolated structure in a non-equilibrium geometry, with properties calculated with ωB97M-V with the def2-TZVPD basis set.

The strongest force on any atom comes out at 3.57 eV/Å. As for the multiplicity: 3. The HOMO energy (spin up / spin down) is -0.27470 / -0.42384 Ha. The value obtained for the total energy is -24883.139 eV.

Geometry as XYZ:
```
7
Properties=species:S:1:pos:R:3:mulliken_charge:R:1
Si -0.29900 -0.23340 -1.05923 0.524
O -0.19362 1.34755 -0.82603 -0.339
O 1.56620 0.60502 1.41476 -0.359
H -1.44117 -1.08807 -1.07225 -0.062
S 0.12018 0.85649 1.27899 0.675
H 0.88842 -1.12716 -0.82796 -0.042
O -0.64102 -0.36043 1.09172 -0.398
```

=====

[2]
Below is C10H10N7O7P in the gas phase in a non-equilibrium geometry, with properties calculated with ωB97M-V with the def2-TZVPD basis set.

The strongest force on any atom comes out at 6.61 eV/Å. For the energy above the lowest of the compared OMol25 structures with the same formula, charge and spin, the calculation gives 38.6 kJ/mol. The HOMO energy is -0.33422 Ha. The value obtained for the total energy is -44583.210 eV.

Geometry as XYZ:
```
35
Properties=species:S:1:pos:R:3:mulliken_charge:R:1
O 2.13563 -4.43031 -0.36740 -0.397
N 4.69591 -0.31403 -3.52770 -0.401
H 1.70191 -5.16585 -0.10890 0.366
C 1.18307 -3.55076 -0.36255 0.171
H 0.92685 1.67848 1.44972 0.609
P -0.29640 1.50663 3.12958 0.810
C -0.85464 -2.85477 0.25849 -0.305
O -3.17956 1.78222 -1.61700 -0.540
O -0.01696 1.02127 4.58598 -0.499
O -1.32893 0.51064 2.37289 -0.294
C -2.13770 0.99845 1.26568 -0.909
C 2.31888 -0.34155 -1.46973 0.583
N 3.86087 0.17261 -2.86267 0.548
C -1.48402 1.91880 0.18604 0.565
N 1.02500 -0.09330 -1.08439 0.321
C 0.46793 -1.30524 -0.66502 0.170
C 0.30893 1.18935 -1.12054 -0.505
H -1.88982 -3.05874 0.61915 0.364
O -0.08588 1.67148 0.12972 -0.425
C -1.88216 1.75367 -1.19865 0.281
N 2.69998 -1.60906 -1.31419 -0.817
N -0.81630 -1.64768 -0.30330 -0.336
C -0.85750 1.23350 -1.91639 -0.973
H -2.85320 1.62955 1.74613 0.479
N 0.01496 -3.89879 0.13887 -0.666
O -0.81990 2.82551 3.02440 -0.625
H -1.71633 2.96164 0.40786 0.540
O 1.15542 1.39569 2.33712 -0.622
C 1.47476 -2.19644 -0.77984 0.914
H 0.93431 1.97332 -1.41955 0.572
H -0.92536 0.86397 -2.92407 0.378
N 3.12151 0.72289 -1.98242 -0.396
H -2.76255 0.15616 0.77673 0.329
H -0.87162 1.25899 5.00455 0.379
H -3.24709 1.24170 -2.40859 0.326
```

=====

[3]
Below is an isolated ion of composition C3H3O3 and charge +1 in a non-equilibrium geometry, with properties calculated with ωB97M-V with the def2-TZVPD basis set.

The strongest force on any atom comes out at 5.25 eV/Å. The total charge is +1. For the energy above the lowest of the compared OMol25 structures with the same formula, charge and spin, the calculation gives 528.6 kJ/mol. The HOMO energy (spin up / spin down) is -0.56623 / -0.56724 Ha. The value obtained for the total energy is -9287.443 eV.

Geometry as XYZ:
```
9
Properties=species:S:1:pos:R:3:mulliken_charge:R:1
H -0.46675 -2.18687 -1.45082 0.391
C 0.15221 0.91246 0.82391 0.312
C -0.02848 -1.36087 -0.88397 0.385
H -0.13136 1.62650 -0.78420 0.408
O 0.30769 1.97555 0.02081 -0.240
O -0.48003 -0.19739 0.98701 -0.082
C -1.01529 -1.17445 0.33128 -0.095
H 0.67685 1.00734 1.79052 0.379
O 0.98516 -0.60226 -0.83455 -0.458
```

=====

[4]
Below is C5H11NO in the gas phase in a non-equilibrium geometry, with properties calculated with ωB97M-V with the def2-TZVPD basis set.

The strongest force on any atom comes out at 4.13 eV/Å. For the energy above the lowest of the compared OMol25 structures with the same formula, charge and spin, the calculation gives 310.9 kJ/mol. The HOMO energy is -0.32794 Ha. The value obtained for the total energy is -8898.475 eV.

Geometry as XYZ:
```
18
Properties=species:S:1:pos:R:3:mulliken_charge:R:1
N 0.15221 0.79621 0.55857 -0.189
H 1.05326 1.20596 2.43135 0.305
H -1.38923 1.94312 1.19026 0.333
H 1.78232 -0.00077 -1.60690 0.286
C -1.52537 -0.93163 -1.32979 -0.774
O -0.92907 1.99362 2.05704 -0.570
H 0.18915 -1.35754 0.65584 0.370
C -0.35804 -0.42262 -1.85083 0.001
C 0.06454 0.99169 1.96899 -0.228
C 0.85198 -0.51450 0.26822 -0.970
C 0.98231 -0.72194 -1.29588 -0.411
H 1.85018 -0.68658 0.87045 0.365
H -2.35301 -1.05989 -1.96845 0.346
H -0.39867 0.07132 2.45345 0.251
H 0.77564 1.51113 0.06275 0.179
H -0.40346 0.13488 -2.85697 0.265
H 1.25560 -1.75650 -1.38287 0.296
H -1.60031 -1.19597 -0.22525 0.144
```